{
  "formula": "C22H33N3O6SSeZr",
  "method": "wB97M-V/def2-TZVPD",
  "homo_energy_ev": -1.531,
  "total_charge": -2,
  "e_above_lowest_ev": 0.6036,
  "max_force_ev_per_a": 1.34,
  "energy_ev": -117568.11583,
  "symbols": ["Zr", "C", "C", "C", "C", "C", "C", "C", "C", "C", "C", "H", "H", "H", "H", "H", "H", "H", "H", "H", "H", "H", "H", "H", "H", "H", "O", "N", "O", "N", "C", "S", "N", "C", "C", "C", "C", "C", "C", "H", "H", "H", "H", "H", "H", "H", "H", "C", "C", "C", "C", "C", "H", "H", "H", "H", "H", "H", "H", "H", "H", "H", "O", "Se", "O", "O", "O"],
  "positions_angstrom": [[0.14877, 0.35276, -0.23022], [-0.99849, 2.60559, -0.17557], [-0.40123, 2.53189, -1.47658], [-1.32453, 1.87439, -2.32566], [-2.46466, 1.54073, -1.57830], [-2.26017, 1.96180, -0.25275], [-3.19934, 1.77294, 0.90309], [-3.60261, 0.69767, -2.06386], [-1.05811, 1.46908, -3.74180], [0.86470, 3.22435, -1.91483], [-0.56181, 3.47425, 0.97373], [-2.64639, 1.55572, 1.81891], [-3.87003, 0.93103, 0.72597], [-3.81293, 2.66411, 1.08584], [-3.83723, 0.90499, -3.11140], [-4.50911, 0.87853, -1.48113], [-3.33644, -0.35957, -1.96485], [-1.99119, 1.30290, -4.28404], [-0.49540, 0.53034, -3.76531], [-0.48516, 2.23187, -4.27708], [0.63710, 4.09368, -2.54459], [1.53070, 2.56941, -2.48154], [1.44195, 3.56647, -1.05695], [-1.16731, 4.38900, 1.01901], [0.48498, 3.75519, 0.88552], [-0.66976, 2.96086, 1.93286], [-1.28564, -2.41904, -0.17118], [-1.38974, -1.04995, -0.74333], [-0.41267, -0.88751, -1.72578], [1.78308, -2.63625, 1.88811], [0.33417, -2.47553, 1.70396], [-0.12474, -0.72000, 2.09288], [-0.23167, -3.38798, 2.69674], [-1.50107, -3.42288, 3.21126], [-1.72925, -4.10692, 4.41613], [-3.00180, -4.20662, 4.95392], [-4.08608, -3.62138, 4.31344], [-3.86445, -2.94492, 3.11769], [-2.60159, -2.84560, 2.55920], [2.25559, -2.22565, 1.08686], [2.04561, -2.00967, 2.64468], [0.48913, -3.83147, 3.24135], [-0.88570, -4.55417, 4.93268], [-3.14118, -4.74043, 5.88795], [-5.08072, -3.69185, 4.73695], [-4.69787, -2.48407, 2.59967], [-2.44755, -2.33475, 1.61884], [1.39270, -4.99634, 0.30352], [0.10464, -4.33661, -0.18227], [0.11918, -4.35696, -1.72012], [-1.10207, -5.14774, 0.30238], [-0.00349, -2.84168, 0.23308], [1.45193, -6.00349, -0.12463], [1.43342, -5.07170, 1.38843], [2.26953, -4.43094, -0.02266], [0.11493, -5.39203, -2.07844], [1.01417, -3.86057, -2.10275], [-0.74797, -3.83270, -2.11693], [-1.05781, -6.15750, -0.12019], [-2.02508, -4.67322, -0.02996], [-1.12555, -5.23048, 1.38925], [0.76044, -2.31831, -0.36408], [4.00595, 1.78604, -0.63027], [3.04451, 0.84250, 0.25432], [1.70120, 1.64264, 0.81436], [2.16493, -0.22959, -0.72289], [3.82946, 0.02847, 1.40296]],
  "forces_ev_per_angstrom": [[-1.1, 0.2, -0.7], [0.0, 0.2, 0.1], [0.2, 0.2, 0.2], [0.2, -0.1, 0.0], [0.0, -0.2, 0.0], [0.3, -0.1, 0.3], [0.0, 0.0, -0.1], [0.0, 0.0, 0.0], [0.0, 0.0, 0.0], [-0.1, 0.0, 0.0], [0.0, 0.0, 0.0], [0.0, 0.0, 0.0], [0.0, 0.0, 0.0], [0.0, 0.0, 0.0], [0.0, 0.0, 0.0], [0.0, 0.0, 0.0], [0.0, 0.0, 0.0], [0.0, 0.0, 0.0], [0.0, 0.0, 0.0], [0.0, 0.0, 0.0], [0.0, 0.0, 0.0], [0.0, 0.0, 0.0], [0.0, 0.0, 0.0], [0.0, 0.0, 0.0], [0.0, 0.0, 0.0], [0.0, 0.0, 0.0], [0.2, 0.1, -0.1], [0.2, -0.3, 0.1], [0.1, -0.2, 0.0], [-0.1, 0.2, 0.1], [0.1, -0.1, 0.0], [0.0, 0.1, 0.1], [0.0, 0.0, 0.0], [0.0, 0.0, 0.0], [0.0, 0.0, 0.0], [0.0, 0.0, 0.0], [0.0, 0.0, 0.0], [0.0, 0.0, 0.0], [-0.1, 0.0, 0.0], [0.0, 0.0, 0.0], [0.0, 0.0, 0.0], [0.0, 0.1, 0.1], [0.0, 0.0, 0.0], [0.0, 0.0, 0.0], [0.0, 0.0, 0.0], [0.0, 0.0, 0.0], [0.0, 0.0, 0.0], [0.0, -0.1, -0.1], [0.0, 0.0, -0.1], [0.0, 0.0, 0.1], [0.0, 0.0, 0.0], [0.1, 0.0, 0.0], [0.0, 0.0, 0.0], [0.0, 0.0, -0.1], [0.0, -0.1, 0.0], [0.0, 0.0, 0.0], [0.0, 0.0, 0.0], [0.0, 0.0, 0.0], [0.0, 0.0, 0.0], [0.0, 0.0, 0.0], [0.0, 0.0, -0.1], [-0.1, 0.0, -0.1], [-0.1, 0.1, -0.1], [0.5, -0.1, 0.0], [-0.1, 0.4, 0.2], [-0.1, -0.2, -0.1], [-0.1, -0.1, 0.0]],
  "mulliken_charge": [1.166, 0.183, 1.289, 0.576, 0.732, 1.300, -1.894, -1.782, -1.939, -1.944, -1.825, 0.378, 0.441, 0.247, 0.460, 0.420, 0.097, 0.381, 0.234, 0.385, 0.349, 0.354, 0.358, 0.392, 0.299, 0.280, -0.473, -0.206, -0.597, -0.678, 0.752, -0.439, 0.222, -0.032, -0.615, -0.477, -0.475, -0.955, 0.126, 0.218, 0.428, 0.289, 0.331, 0.343, 0.357, 0.395, 0.656, -2.005, 1.821, -1.917, -1.654, -1.255, 0.552, 0.281, 0.294, 0.512, 0.376, 0.248, 0.526, 0.232, 0.275, 1.419, -0.732, 1.161, -0.743, -0.787, -0.712]
}

---

{
  "formula": "C22H33N5O3",
  "method": "wB97M-V/def2-TZVPD",
  "homo_energy_ev": -7.387,
  "e_above_lowest_ev": 21.0083,
  "max_force_ev_per_a": 18.11,
  "energy_ev": -36923.84405,
  "symbols": ["C", "C", "H", "H", "O", "C", "O", "N", "C", "H", "C", "N", "C", "C", "H", "H", "H", "H", "C", "C", "N", "C", "C", "C", "C", "C", "C", "N", "C", "C", "H", "H", "H", "H", "H", "H", "H", "N", "C", "O", "C", "C", "C", "H", "H", "H", "C", "H", "H", "H", "H", "H", "H", "H", "H", "H", "H", "H", "H", "H", "H", "H", "H"],
  "positions_angstrom": [[1.73790, 2.12186, -0.67322], [0.65792, 1.46810, -1.45965], [0.81294, 0.49145, -1.61400], [0.39136, 1.88793, -2.47227], [-0.63054, 1.51811, -0.80912], [-1.86736, 1.15505, -1.11852], [-1.99078, 0.52387, -2.05924], [-2.89102, 1.54223, -0.49363], [-2.77705, 2.23662, 0.79784], [-2.67398, 3.25228, 0.72665], [-3.94525, 2.01635, 1.85395], [-4.70391, 0.72747, 1.32096], [-5.15490, 0.62426, -0.00229], [-4.18426, 1.52026, -0.88077], [-4.55802, 2.42498, -1.31466], [-4.21027, 0.80560, -1.70448], [-5.52057, -0.31689, -0.18778], [-6.07853, 1.41753, 0.31043], [-3.85263, -0.52884, 1.65575], [-2.60989, -0.83379, 1.29675], [-1.55717, -0.50100, 1.73073], [-0.56429, -0.83817, 1.23767], [0.91129, -0.68207, 1.36779], [1.71407, -1.31789, 0.56350], [1.28523, -1.89479, -0.97015], [0.02043, -2.17787, -0.97890], [-0.91787, -1.80985, -0.05452], [-2.26067, -1.40835, -0.00159], [-3.26953, -2.19862, -0.81811], [-3.28275, -3.70911, -0.64671], [-3.71352, -3.77186, 0.21820], [-4.00887, -4.12113, -1.59512], [-2.31314, -4.10898, -0.77522], [-2.82017, -2.07198, -1.94981], [-4.20257, -1.75743, -0.83877], [-0.37765, -2.52045, -1.80595], [2.02140, -2.49269, -1.59432], [3.17254, -1.26961, 0.78889], [3.88287, -0.34054, 1.25120], [3.29991, 0.61442, 2.01858], [5.48191, -0.63967, 1.22912], [5.83191, 0.37972, 0.16977], [5.24938, -0.08885, -1.38837], [5.43681, -1.24279, -1.62135], [4.17840, 0.24218, -1.49657], [5.97669, 0.46794, -2.22096], [5.86713, 1.68058, 0.28225], [4.86372, 1.87691, 0.41073], [6.33424, 2.14811, 1.05128], [6.04744, 2.46468, -0.52172], [7.07225, 0.14531, -0.17438], [5.66451, -1.56893, 0.83270], [6.05987, -0.19631, 1.90556], [3.75365, -1.99197, 0.00996], [1.40066, -0.32836, 2.28517], [-4.59165, -1.33557, 1.60832], [-3.89007, -0.74457, 2.74129], [-3.57945, 1.66041, 2.89491], [-4.59436, 2.72296, 1.89411], [-1.62267, 1.89888, 1.61646], [2.63695, 1.94843, -1.46607], [1.91219, 1.63986, 0.29569], [1.53981, 3.18457, -0.65799]],
  "forces_ev_per_angstrom": [[1.4, -0.4, -2.5], [-3.3, 2.1, -1.7], [1.1, -3.7, -0.6], [1.1, 0.0, 0.8], [0.1, 2.6, 4.7], [5.9, 1.0, -0.6], [-1.3, -5.5, -8.1], [-1.2, 4.2, 8.7], [3.2, -2.1, 4.9], [0.5, 2.7, -0.8], [3.9, -8.6, -2.1], [3.7, -2.3, 4.8], [-1.8, 9.3, 2.7], [-3.4, -4.6, -3.9], [-0.5, 0.8, 0.5], [0.4, 0.6, -1.1], [-0.5, -2.0, -1.2], [1.1, -2.2, -2.4], [-8.2, 1.0, 4.0], [-0.7, -4.0, -9.5], [-1.4, 7.6, 12.3], [13.5, -7.2, -9.7], [-3.3, 0.3, 3.5], [2.9, -1.4, -6.2], [5.1, 0.0, 5.6], [-2.2, 0.8, 0.7], [-1.8, 6.6, 6.2], [-2.4, -4.8, -0.8], [5.0, 0.5, -4.2], [-1.0, 1.3, -6.8], [-2.4, -2.0, 5.2], [1.9, 0.9, 2.9], [0.8, -0.6, 0.2], [-1.3, 0.3, 2.5], [-1.8, 0.9, 0.3], [-1.8, -2.3, -4.5], [-0.8, 1.4, 0.7], [-1.4, -6.5, -6.5], [1.2, 5.2, 8.1], [3.3, -3.3, -3.7], [-5.3, 3.8, -3.5], [6.4, -10.8, -8.5], [2.2, 0.5, -0.2], [-0.7, 2.4, 0.8], [1.0, -0.6, -0.2], [-2.2, -1.2, 2.2], [-2.1, 9.2, -1.2], [-2.8, 1.6, 1.0], [1.6, 0.7, 2.9], [0.4, -1.9, -0.1], [-2.7, -0.3, 1.2], [0.7, -2.2, -0.2], [1.7, 0.5, 4.4], [-2.4, 2.8, 3.2], [-0.6, 0.4, -0.4], [0.0, -0.3, -1.6], [0.5, 1.4, 0.3], [-0.5, 1.0, -1.9], [-4.1, 4.8, 0.3], [-3.5, 0.8, -3.2], [-1.5, 0.5, 2.2], [0.2, 0.3, -0.3], [0.2, 0.3, 0.5]],
  "mulliken_charge": [-0.616, -0.689, 0.299, 0.380, -0.121, 0.539, -0.647, 0.150, -0.746, 0.937, -0.778, -0.003, -0.964, -0.952, 0.453, 0.372, 0.621, 0.263, -2.417, 1.063, -0.280, 0.305, -0.576, 0.458, -1.327, -0.612, 0.035, 1.008, -0.986, -1.549, 0.550, 0.276, 0.313, 0.373, 0.660, 0.722, 0.324, -0.107, 0.458, -0.724, -1.216, 0.953, -0.965, 0.267, 0.085, 0.368, -1.708, 0.379, 0.411, 0.308, 0.215, 0.402, 0.456, 0.357, 0.521, 0.577, 0.487, 0.277, 0.455, 0.177, 0.139, 0.139, 0.451]
}

---

| no. | orbital gap (eV) |
| --- | --- |
| 1 | 6.2844 |
| 2 | 7.5312 |